120
Properties=species:S:1:pos:R:3 method="wB97M-V/def2-TZVPD" orbital_gap_ev="6.008 / 5.708" e_homo_ev="-10.0 / -10.0" e_lumo_ha="-0.1485 / -0.1592" multiplicity=1 mol_weight_g_mol=1377.893 total_charge=+1
In -0.758 -0.379 -0.456
C 6.162 -5.110 -2.477
C 5.098 -4.378 -1.723
C 5.107 -4.304 -0.335
C 4.137 -3.591 0.351
C 3.142 -2.947 -0.359
C 3.097 -3.039 -1.743
C 4.070 -3.746 -2.418
S 1.898 -1.827 0.347
O 0.980 -2.553 1.248
C 2.996 -0.913 1.469
C 2.654 -0.849 2.826
C 3.316 -0.002 3.669
C 4.312 0.866 3.174
C 4.959 1.809 3.998
C 5.897 2.657 3.480
C 6.230 2.603 2.118
C 5.639 1.685 1.298
C 4.674 0.789 1.804
C 4.017 -0.146 0.961
C 4.473 -0.313 -0.432
C 5.743 -0.894 -0.691
C 6.565 -1.392 0.341
C 7.792 -1.923 0.062
C 8.255 -1.977 -1.260
C 7.467 -1.532 -2.285
C 6.189 -0.992 -2.034
C 5.345 -0.554 -3.078
C 4.114 -0.028 -2.810
C 3.696 0.106 -1.479
S 2.060 0.768 -1.083
O 1.216 0.311 -2.210
C 2.479 2.490 -1.414
C 2.329 3.064 -2.662
C 2.595 4.413 -2.823
C 3.000 5.195 -1.746
C 3.259 6.658 -1.910
C 3.152 4.593 -0.498
C 2.891 3.248 -0.328
H 6.920 -5.509 -1.809
H 6.647 -4.440 -3.186
H 5.731 -5.933 -3.047
H 5.892 -4.799 0.217
H 4.157 -3.535 1.429
H 2.302 -2.543 -2.281
H 4.044 -3.806 -3.496
H 1.869 -1.512 3.169
H 3.074 0.044 4.722
H 4.695 1.845 5.045
H 6.389 3.376 4.115
H 6.959 3.291 1.718
H 5.896 1.634 0.251
H 6.214 -1.352 1.360
H 8.419 -2.294 0.859
H 9.235 -2.381 -1.462
H 7.812 -1.589 -3.306
H 5.692 -0.649 -4.096
H 3.448 0.284 -3.599
H 1.974 2.460 -3.484
H 2.478 4.864 -3.798
H 2.939 7.004 -2.888
H 4.321 6.866 -1.801
H 2.732 7.228 -1.148
H 3.462 5.189 0.348
H 2.992 2.781 0.643
Se 0.268 1.648 2.134
Se -0.083 0.968 4.201
Te -1.010 -1.351 4.469
Se -1.941 -2.280 2.503
N -4.366 -1.012 0.074
C -4.027 0.173 0.637
N -5.040 1.031 0.881
O -2.860 0.464 0.892
H -5.327 -1.308 0.024
H -3.655 -1.727 0.066
H -5.996 0.814 0.666
H -4.820 1.951 1.217
C -2.427 7.584 0.994
C -1.703 6.343 0.449
C -2.518 5.115 0.867
C -0.335 6.304 1.150
C -1.522 6.452 -1.113
O -1.045 7.741 -1.454
C -2.763 6.073 -1.956
C -3.974 7.029 -1.957
C -5.213 6.363 -1.424
C -5.958 6.920 -0.394
C -7.070 6.272 0.118
C -7.447 5.050 -0.414
Cl -8.819 4.215 0.234
C -6.739 4.490 -1.466
C -5.632 5.150 -1.965
C -0.366 5.557 -1.659
N -0.675 4.166 -1.798
C -0.492 3.174 -0.923
N -0.963 2.047 -1.411
C -1.421 2.398 -2.630
N -1.262 3.670 -2.891
H -2.477 7.518 2.078
H -3.445 7.645 0.630
H -1.889 8.494 0.743
H -2.466 5.012 1.948
H -2.141 4.195 0.432
H -3.564 5.230 0.593
H -0.469 6.505 2.210
H 0.320 7.073 0.747
H 0.150 5.334 1.066
H -1.783 8.358 -1.482
H -3.095 5.086 -1.640
H -2.409 5.970 -2.983
H -4.172 7.342 -2.985
H -3.776 7.937 -1.389
H -5.679 7.879 0.018
H -7.635 6.711 0.925
H -7.056 3.551 -1.892
H -5.089 4.716 -2.792
H 0.516 5.662 -1.035
H -0.128 5.948 -2.651
H -0.020 3.295 0.030
H -1.869 1.708 -3.315